A 3-piece molecular cluster, C24H66BN6O6P3 overall at a distorted geometry. Source: the Open Molecules 2025 dataset; level of theory: ωB97M-V with the def2-TZVPD basis set.

Geometry as XYZ:
```
106
C24H66BN6O6P3, DFT ωB97M-V with the def2-TZVPD basis set
C -4.606 -1.519 -2.744
C -3.707 -2.558 -3.428
C -3.699 -3.917 -2.696
C -2.353 -4.341 -2.119
P -1.183 -5.209 -3.419
C -0.261 -3.654 -3.838
C -0.278 -6.194 -4.841
O 1.019 -5.683 -5.163
C 2.049 -6.646 -5.163
C 3.257 -6.037 -5.887
O 4.486 -6.361 -5.280
C 4.819 -5.471 -4.232
C 5.241 -4.078 -4.721
B -0.375 -6.295 -1.990
O -0.168 -7.664 -2.090
O -0.037 -5.630 -0.842
C 1.379 -5.361 -0.698
C 1.553 -4.298 0.359
H -4.127 -1.211 -1.813
H -5.594 -1.930 -2.546
H -4.659 -0.628 -3.369
H -4.052 -2.700 -4.456
H -2.712 -2.116 -3.507
H -4.394 -3.818 -1.855
H -4.130 -4.685 -3.346
H -2.560 -5.125 -1.376
H -1.855 -3.540 -1.569
H -2.401 -5.593 -4.087
H 0.771 -3.706 -3.502
H -0.322 -3.456 -4.906
H -0.711 -2.811 -3.323
H -0.236 -7.267 -4.628
H -0.909 -6.083 -5.736
H 2.326 -6.952 -4.144
H 1.729 -7.538 -5.715
H 3.081 -4.957 -5.937
H 3.254 -6.380 -6.921
H 5.668 -5.929 -3.725
H 4.018 -5.411 -3.486
H 5.345 -4.064 -5.804
H 4.450 -3.359 -4.492
H 6.130 -3.717 -4.211
H 0.713 -7.849 -2.445
H 1.776 -5.035 -1.665
H 1.864 -6.294 -0.397
H 1.287 -4.690 1.338
H 0.907 -3.450 0.137
H 2.570 -3.910 0.370
O 2.304 -1.050 1.027
P 1.907 0.370 1.161
N 2.256 1.035 -0.371
C 3.040 2.186 -0.751
C 1.482 0.470 -1.466
N 2.965 0.889 2.412
C 3.714 2.128 2.364
C 3.778 -0.146 3.046
N 0.660 1.369 1.606
C 0.141 2.490 0.839
C 0.251 1.391 3.011
H 2.417 3.004 -1.144
H 3.746 1.914 -1.543
H 3.621 2.596 0.064
H 0.419 0.746 -1.421
H 1.538 -0.621 -1.456
H 1.871 0.812 -2.424
H 4.587 2.062 1.703
H 4.082 2.373 3.364
H 3.086 2.968 2.061
H 4.651 -0.423 2.442
H 3.195 -1.041 3.236
H 4.132 0.224 4.012
H 0.776 3.375 0.941
H -0.851 2.754 1.209
H 0.013 2.251 -0.213
H 0.863 2.081 3.595
H 0.322 0.400 3.457
H -0.786 1.714 3.103
O -1.059 4.646 3.778
P -2.178 5.571 4.065
N -2.289 6.534 2.663
C -2.289 7.968 2.493
C -2.635 5.804 1.452
N -1.571 6.400 5.441
C -1.640 7.838 5.607
C -0.307 5.910 5.988
N -3.767 5.630 4.555
C -4.835 6.371 3.906
C -4.084 5.209 5.919
H -3.269 8.350 2.170
H -1.566 8.254 1.722
H -2.021 8.506 3.392
H -3.670 5.434 1.460
H -1.979 4.941 1.319
H -2.522 6.443 0.577
H -0.891 8.365 5.004
H -1.455 8.096 6.653
H -2.635 8.225 5.373
H 0.561 6.256 5.413
H -0.287 4.826 6.020
H -0.204 6.268 7.016
H -4.800 7.434 4.162
H -5.801 5.983 4.232
H -4.824 6.259 2.826
H -3.947 6.026 6.633
H -3.456 4.375 6.227
H -5.120 4.874 5.981
```

Results
ΔE to the lowest compared entry with this formula, charge and spin	0.0	kcal/mol
orbital gap	7.754	eV
molar mass	638.562	g/mol
total energy	-75725.4480	eV
HOMO level	-7.17	eV

Löwdin population analysis, charges in e, atoms 1 to 99: -0.12, -0.27, -0.28, -0.34, 0.88, -0.18, -0.33, -0.22, -0.20, -0.19, -0.15, -0.27, -0.07, -0.67, 0.12, 0.01, -0.23, -0.06, 0.07, 0.07, 0.06, 0.10, 0.08, 0.10, 0.08, 0.07, 0.08, 0.04, 0.04, 0.06, 0.02, 0.08, 0.08, 0.12, 0.12, 0.12, 0.13, 0.12, 0.11, 0.08, 0.07, 0.07, 0.10, 0.11, 0.12, 0.08, 0.07, 0.08, -0.29, 0.61, -0.31, -0.13, -0.13, -0.30, -0.14, -0.14, -0.30, -0.10, -0.11, 0.08, 0.09, 0.04, 0.07, 0.07, 0.08, 0.08, 0.08, 0.08, 0.08, 0.07, 0.08, 0.09, 0.07, 0.06, 0.08, 0.08, 0.07, -0.29, 0.61, -0.31, -0.12, -0.12, -0.31, -0.14, -0.13, -0.30, -0.10, -0.11, 0.08, 0.09, 0.04, 0.07, 0.06, 0.08, 0.08, 0.08, 0.07, 0.09, 0.07